{"formula": "C83H118KN3O7P2S2Se2Si", "method": "ωB97M-V/def2-TZVPD", "charge": -2, "de_lowest_ev": 0.675, "symbols": ["C", "H", "C", "O", "C", "O", "C", "H", "C", "C", "C", "C", "C", "H", "C", "H", "C", "H", "C", "C", "N", "H", "H", "C", "H", "H", "H", "H", "S", "C", "H", "C", "H", "H", "H", "C", "O", "C", "C", "C", "H", "C", "C", "H", "H", "H", "C", "H", "C", "O", "H", "H", "H", "H", "H", "H", "H", "H", "H", "H", "H", "H", "H", "H", "H", "H", "C", "C", "C", "C", "H", "C", "H", "O", "C", "H", "H", "H", "P", "C", "C", "N", "C", "C", "H", "C", "H", "H", "H", "C", "H", "H", "H", "C", "H", "H", "H", "C", "H", "C", "H", "H", "C", "C", "H", "H", "C", "C", "H", "Si", "H", "H", "O", "Se", "H", "H", "H", "H", "H", "H", "H", "C", "C", "Se", "H", "C", "C", "H", "H", "C", "N", "H", "C", "H", "S", "H", "C", "O", "C", "H", "H", "C", "C", "H", "H", "C", "H", "C", "C", "H", "H", "H", "C", "H", "C", "C", "H", "C", "H", "H", "C", "C", "K", "C", "H", "C", "H", "H", "P", "H", "H", "H", "H", "H", "H", "H", "C", "H", "C", "H", "H", "H", "H", "C", "C", "H", "H", "H", "H", "H", "C", "C", "C", "H", "C", "H", "C", "C", "H", "C", "C", "H", "H", "C", "H", "C", "H", "H", "H", "H", "H", "C", "H", "C", "C", "H", "H", "C", "C"], "positions_angstrom": [[-1.725, 6.793, -2.627], [2.217, 0.652, 6.918], [1.938, -1.961, -4.521], [4.441, 3.540, 3.293], [2.692, 1.602, 7.166], [4.536, 0.883, 2.859], [-0.050, 4.414, -1.291], [0.021, 4.758, -5.449], [-1.871, -2.312, -4.382], [6.264, 1.083, 4.605], [-3.440, -3.730, 2.409], [-2.014, -3.323, -6.560], [1.519, -1.700, -5.820], [3.556, -3.805, -7.527], [-4.189, -0.604, 0.584], [-4.510, 3.819, -2.490], [0.504, -2.125, 5.024], [-5.341, 0.696, 4.709], [0.628, -2.756, 3.625], [-0.372, -6.280, -2.119], [1.082, -3.411, -2.168], [-2.592, 8.659, -3.174], [0.900, -0.834, 2.629], [0.593, 3.992, -5.973], [3.721, -0.183, -4.091], [-8.588, -0.886, 3.677], [-3.067, 3.760, 0.981], [-3.561, 5.419, -5.812], [5.074, -5.755, -2.120], [-4.171, -6.366, 3.750], [0.996, 6.051, -3.199], [1.433, -4.063, 3.719], [-5.667, 2.498, -2.219], [-0.101, -1.218, 4.964], [-4.124, -6.709, -1.346], [1.776, 5.804, -2.474], [0.737, 1.395, -3.189], [4.876, 3.884, 0.906], [4.846, 0.529, -2.417], [-5.108, -0.688, 1.609], [-6.889, 2.403, 3.704], [6.826, 0.570, 2.231], [-7.858, -0.798, 2.866], [-5.440, 5.011, -0.648], [7.796, 0.190, 2.561], [1.113, 7.165, -0.908], [-5.840, 0.421, 2.019], [-5.628, -4.053, 4.054], [-3.161, 3.631, -0.099], [-2.937, 0.633, -0.984], [2.446, -3.867, 4.085], [0.682, 3.297, 6.401], [-1.224, 7.184, -1.753], [-3.012, 3.235, -5.955], [0.044, -2.798, 5.751], [-3.138, -4.448, -1.527], [3.596, -4.211, -0.013], [-7.376, -1.768, 2.739], [2.867, -6.171, -1.331], [4.869, -1.250, 4.409], [1.496, -1.850, 5.392], [-1.571, 1.357, -6.705], [-5.496, -1.014, 4.303], [5.733, 1.184, -0.578], [1.160, -4.487, -0.335], [-0.166, 3.477, -0.745], [3.579, -3.506, -5.398], [-4.670, 2.868, -1.967], [-1.158, 2.107, -6.027], [-6.825, 0.295, 3.179], [5.538, 0.934, 5.402], [4.636, 4.518, 2.279], [7.234, 0.683, 4.910], [3.331, 1.827, 4.916], [-1.607, -3.836, 3.909], [5.754, -7.609, -3.452], [0.680, -6.159, -2.345], [-2.388, 2.933, -0.419], [-0.577, -3.386, -2.130], [-4.545, 3.065, -0.447], [-3.049, 5.793, -4.937], [-1.973, 3.632, -4.216], [-2.494, 7.614, -3.433], [-5.037, -4.329, 4.929], [2.188, 7.902, -2.099], [-0.916, -7.552, -2.013], [-5.667, -4.935, 5.590], [1.621, 3.649, -2.367], [4.402, -4.191, -5.223], [-2.344, -2.296, -5.688], [-1.193, -4.154, 4.858], [1.687, -2.187, 1.818], [-3.279, -6.913, 3.438], [-6.054, -0.089, 4.452], [1.752, -2.158, -7.903], [-2.377, -3.310, -7.582], [3.706, -3.232, -1.478], [2.706, -0.572, -2.235], [-6.218, 2.464, 1.570], [2.656, 2.528, 5.947], [-8.267, 1.462, 4.287], [-3.767, 7.785, -5.155], [-1.209, -4.365, -6.119], [3.422, 5.451, 2.216], [2.893, 4.367, 7.085], [5.204, -1.603, 2.708], [-0.306, 3.094, -6.830], [1.991, 6.990, -1.534], [2.693, 5.635, -3.042], [3.541, 2.123, 3.301], [-8.162, 1.902, 2.575], [-0.331, 5.236, -0.633], [-0.596, -2.150, 0.856], [-3.372, -2.224, -0.056], [6.541, -1.568, 3.885], [-6.604, 3.743, -0.230], [-4.738, -6.116, 2.852], [0.336, 2.502, -7.486], [1.941, -0.745, -0.227], [-2.975, -1.482, -6.029], [-2.903, 1.881, -4.812], [-7.580, 1.598, 3.448], [4.891, 0.679, -1.036], [-1.070, 1.541, -2.488], [-3.938, 2.137, -2.310], [3.848, 0.207, -0.255], [-3.069, -6.595, -1.566], [3.573, 6.229, 1.461], [6.928, 1.631, 1.995], [-2.915, -4.211, 3.606], [-0.978, 4.392, -2.417], [-2.746, -4.645, 6.380], [3.393, 3.832, 6.274], [-4.460, -3.949, 2.108], [1.868, 2.155, 2.122], [5.106, 4.654, 0.165], [1.413, 4.516, -1.734], [0.970, 0.309, -4.026], [3.168, -4.061, -1.009], [4.219, -7.955, -2.617], [-0.948, 3.708, -7.473], [5.778, 0.383, 3.332], [-2.350, 2.702, -5.273], [1.637, -2.808, -0.212], [4.232, -6.908, -4.063], [-1.182, 3.288, -3.170], [3.987, 3.335, 0.592], [-3.152, 7.122, -4.562], [2.760, -0.411, -0.856], [-4.762, -3.411, 5.453], [-0.955, -5.176, -6.793], [3.729, 1.408, 7.452], [-5.631, 1.595, 1.305], [-2.136, -6.089, 5.552], [5.590, -1.111, 3.602], [-0.730, -4.371, -4.819], [6.522, 0.036, 1.331], [2.102, -2.358, -6.896], [-5.231, -1.648, 2.097], [-0.099, -5.184, -4.483], [1.205, 2.821, 5.567], [-1.046, -3.342, -3.934], [-0.878, -0.674, -0.659], [-3.770, -5.094, 4.514], [3.855, 0.343, 0.818], [-2.267, -7.715, -1.738], [-0.284, -8.424, -2.147], [2.026, 4.416, -0.835], [1.165, -1.154, -3.050], [0.699, 1.894, 5.299], [2.168, 2.053, 8.011], [1.330, 4.502, -6.594], [6.350, 2.156, 4.425], [6.077, 6.107, 1.975], [5.718, 5.754, 3.684], [3.264, 5.923, 3.190], [-1.165, -5.149, -1.952], [1.507, -4.519, 2.729], [-1.273, -2.688, 1.794], [0.956, -4.782, 4.390], [6.742, 4.650, 2.747], [-6.741, -0.228, 5.294], [4.422, 3.608, 6.563], [-1.628, 5.455, -2.987], [-4.713, 1.721, 0.268], [-3.687, -6.143, 6.400], [-3.008, 4.603, -0.582], [5.709, 3.181, 0.958], [-4.785, -7.023, 4.375], [-2.692, -8.709, -1.657], [1.441, -1.764, 2.787], [3.763, -0.092, -3.013], [-3.034, -5.515, 5.787], [0.727, -0.985, -5.990], [-0.779, -3.081, 3.084], [1.173, 3.473, 4.694], [-2.519, -5.326, -1.666], [-3.894, 0.609, -0.104], [-8.390, -0.563, 1.942], [5.875, 5.313, 2.697], [3.328, -5.321, -1.838], [3.361, -3.007, -3.326], [2.867, -5.175, -2.817], [2.999, -2.848, -4.329], [-0.513, 1.583, -5.318], [-2.664, -2.962, 1.570], [3.422, 4.461, 5.386], [-5.500, 4.388, 1.004], [2.375, -1.525, 3.306], [-2.148, -1.521, -3.691], [2.544, 4.859, 1.961], [4.783, -7.205, -3.171], [1.124, 3.389, -5.233], [-2.275, 4.966, -4.133], [3.117, -3.275, -6.689], [5.659, 0.900, -3.032], [2.840, 6.803, -0.875], [1.691, -3.681, -0.869], [-5.592, 4.110, -0.047]], "mulliken_charge": [-0.363, 0.231, 0.457, -0.009, -1.811, 0.802, -1.519, -0.030, -0.091, -1.427, -0.505, -0.647, -0.601, 0.326, 0.120, 0.372, -1.973, 0.338, 3.395, -0.131, 0.671, 0.451, 0.370, -0.552, 0.471, 0.465, 0.438, 0.471, -0.097, -1.800, 0.011, -1.856, 0.531, 0.405, 0.420, -0.374, 0.109, -1.060, -1.420, -0.042, 0.368, -1.563, -1.639, 0.476, 0.478, 0.280, -0.249, 0.297, -0.952, -0.815, 0.446, 0.506, 0.422, 0.553, 0.364, 0.199, 0.621, 0.221, 0.606, 0.322, 0.420, 0.623, 0.131, 0.244, 0.953, 0.101, -1.029, -1.492, 1.001, 2.392, 0.196, 1.894, 0.480, 0.262, -0.321, 0.345, 0.313, -0.110, 0.069, 3.177, -1.068, 1.179, -0.888, -1.657, 0.454, -0.753, 0.493, -0.523, 0.459, -0.535, 0.193, -0.918, 0.370, -1.476, 0.340, 0.332, 0.138, 1.211, 0.530, 1.651, 0.452, 0.421, -0.750, -1.481, 0.467, 0.223, -1.048, -1.386, 0.604, -1.579, 0.393, 0.653, -0.428, -0.239, 0.432, 0.482, 0.320, 0.466, -0.426, 0.458, 0.135, -2.388, 0.047, 0.302, -0.049, 0.045, -0.746, 0.331, 0.279, -0.375, 1.631, 0.369, -1.401, 0.412, 0.279, 0.692, 0.944, -0.912, -1.189, 0.254, 0.336, 1.773, -1.330, -1.237, 0.230, -1.074, -0.148, -0.790, -0.320, 0.281, 0.378, 0.373, -0.286, 0.399, -1.693, -0.346, 0.152, -0.565, -0.142, 0.296, -1.369, 0.353, 2.282, 2.266, 0.555, -0.634, 0.428, -0.021, 0.984, 0.179, 0.399, 0.563, 0.168, 0.388, 0.354, 0.360, 1.267, 0.252, -0.015, 0.364, 0.383, 0.451, 0.290, 0.338, -1.070, 0.463, 0.331, -0.013, 0.437, 0.356, -1.273, -0.886, -2.251, 0.324, -0.909, 0.207, -0.906, -0.510, 0.340, -2.081, -0.336, 0.288, -0.051, -0.358, -0.733, 0.466, 0.053, 0.398, 0.402, 0.135, 0.189, -0.863, -0.001, 0.729, -0.715, 0.344, 0.204, -0.312, -2.633]}